Molecular formula: C15H32BN3O4P
Method: DFT, ωB97M-V with the def2-TZVPD basis set

Results
LUMO energy, eV: -4.3
Energy above the lowest of the compared OMol25 structures with the same formula, charge and spin, kcal/mol: 201.36
Gap between HOMO and LUMO, eV: 5.54
Calculated total energy, a.u.: -1421.71389
Charge: +1

Atoms and positions in Å:
C -1.63 4.11 -1.39
O -2.22 2.79 -1.13
B -1.25 1.69 -1.24
O -1.80 0.30 -1.15
P 0.65 1.84 -1.44
C 1.50 0.91 0.05
C 1.11 -0.68 -0.10
C 0.31 -1.32 1.18
C -0.73 -2.56 0.77
N -0.39 -3.19 -0.57
C -1.42 -2.93 -1.65
C -0.95 -3.61 -3.07
C 0.48 -4.29 -2.64
C 0.80 -3.99 -1.05
H -1.47 4.27 -2.55
H -2.42 4.91 -1.00
H -0.64 4.33 -0.76
H -2.08 0.00 -2.07
H 1.17 3.18 -1.47
H 1.14 1.18 -2.65
H 2.67 1.04 -0.13
H 1.21 1.39 1.08
H 0.57 -0.80 -1.14
H 2.13 -1.28 -0.20
H -0.25 -0.53 1.85
H 1.13 -1.84 1.87
H -0.68 -3.44 1.57
H -1.81 -2.07 0.80
H -2.41 -2.31 -1.52
H -1.50 -3.58 -4.10
H 1.24 -4.88 -3.32
H 1.71 -4.28 -0.38
C 1.57 -7.61 3.17
C 0.98 -6.71 2.13
O 1.65 -6.24 1.21
N -0.35 -6.41 2.22
C -1.30 -6.86 3.21
H 2.64 -7.75 2.97
H 1.47 -7.16 4.16
H 1.08 -8.59 3.15
H -0.68 -5.80 1.48
H -2.10 -7.39 2.69
H -1.72 -5.97 3.70
H -0.85 -7.51 3.95
C -0.25 8.03 0.88
C -0.63 7.70 -0.54
O -1.62 7.03 -0.81
N 0.17 8.17 -1.54
C 1.37 8.97 -1.43
H -0.98 7.59 1.56
H 0.74 7.62 1.11
H -0.25 9.11 1.03
H -0.15 7.91 -2.47
H 1.21 9.90 -1.98
H 2.19 8.41 -1.90
H 1.63 9.20 -0.39

Molecular formula: C15H32BrF2NO6PS2
Method: DFT, ωB97M-V with the def2-TZVPD basis set

Results
LUMO energy, eV: 2.1
Gap between HOMO and LUMO, eV: 7.08
Calculated total energy, a.u.: -5008.48633
Charge: -1

Atoms and positions in Å:
C -6.83 0.90 -1.01
C -5.45 1.04 -0.40
C -4.26 0.49 -1.21
Br -4.80 -0.74 -2.66
C -3.34 1.57 -1.74
S -4.21 2.74 -2.91
O -5.13 3.51 -2.18
O -4.74 2.08 -4.05
F -3.10 3.68 -3.42
O -3.07 2.40 -0.68
P -1.43 2.85 -0.39
F -1.56 4.27 -1.27
S 0.71 3.27 0.04
O -0.97 2.00 -1.80
C -1.94 1.14 -2.29
C -1.53 -0.32 -2.05
C 0.00 -0.53 -2.18
C 0.65 -0.53 -0.81
C 0.48 -1.85 -0.05
C 1.66 -2.10 0.90
C 1.58 -1.30 2.18
O 1.03 -2.08 3.23
C 0.99 -1.38 4.45
H -6.92 1.51 -1.90
H -7.13 -0.12 -1.18
H -7.55 1.32 -0.30
H -5.29 2.08 -0.16
H -5.46 0.51 0.54
H -3.67 -0.12 -0.56
H -1.28 1.72 0.50
H -1.81 3.64 0.72
H 0.92 4.47 -0.50
H -2.04 1.25 -3.37
H -2.01 -0.92 -2.81
H -1.82 -0.70 -1.08
H 0.45 0.22 -2.81
H 0.14 -1.49 -2.67
H 0.20 0.25 -0.22
H 1.71 -0.30 -0.86
H -0.40 -1.81 0.58
H 0.45 -2.71 -0.72
H 2.58 -1.80 0.39
H 1.76 -3.15 1.16
H 1.03 -0.37 2.04
H 2.60 -1.02 2.47
H 1.08 -0.30 4.32
H 1.78 -1.70 5.13
H 0.04 -1.59 4.94
C 5.15 -0.89 0.86
O 4.56 -0.04 1.49
N 6.21 -1.60 1.32
C 6.87 -2.60 0.52
C 6.68 -1.33 2.67
H 4.87 -1.16 -0.17
H 6.82 -3.57 1.01
H 7.93 -2.34 0.38
H 6.40 -2.68 -0.46
H 5.88 -1.52 3.39
H 6.98 -0.29 2.76
H 7.53 -1.97 2.89

Molecular formula: C15H32F6FeN10O6PS3
Method: DFT, ωB97M-V with the def2-TZVPD basis set

Results
LUMO energy (alpha / beta), eV: -2.3 / -2.3
Energy above the lowest of the compared OMol25 structures with the same formula, charge and spin, kcal/mol: 11.93
Gap between HOMO and LUMO (alpha / beta), eV: 8.95 / 8.76
Calculated total energy, a.u.: -4988.45370
Charge: +1

Atoms and positions in Å:
Fe 0.79 -0.54 -0.41
N -0.51 -0.30 -2.00
C -0.38 0.70 -3.09
C 1.05 1.19 -3.24
C 2.11 0.12 -3.06
N 2.37 -0.06 -1.62
H -0.39 -1.22 -2.40
H -1.46 -0.32 -1.64
H -1.04 1.54 -2.88
H -0.73 0.25 -4.03
H 1.23 1.97 -2.49
H 1.15 1.67 -4.22
H 3.03 0.40 -3.57
H 1.79 -0.84 -3.47
H 2.69 0.83 -1.22
H 3.11 -0.74 -1.47
N 1.82 -1.24 1.25
N 1.91 -0.18 2.18
C 1.80 1.13 1.69
O 2.07 2.07 2.43
O 1.35 1.21 0.49
H 1.20 -1.94 1.64
H 2.71 -1.68 1.05
H 2.47 -0.31 3.01
S 1.24 -2.96 -1.51
C 1.79 -4.33 -0.66
N 2.41 -5.34 -1.25
C 2.69 -6.45 -0.35
C 2.19 -5.89 1.00
N 1.70 -4.55 0.65
H 2.59 -5.35 -2.24
H 3.76 -6.67 -0.32
H 2.16 -7.35 -0.66
H 2.99 -5.82 1.74
H 1.39 -6.48 1.44
H 0.94 -4.14 1.17
F -3.80 -3.26 0.77
C -2.55 -3.11 0.40
F -2.53 -2.64 -0.86
F -1.92 -4.28 0.42
S -1.68 -1.88 1.52
O -0.99 -1.02 0.58
O -2.71 -1.27 2.30
N -0.60 -2.70 2.31
S -1.02 -3.56 3.60
O -2.31 -4.15 3.47
O 0.13 -4.36 3.93
C -1.14 -2.31 4.98
F -0.69 -2.87 6.10
F -2.39 -1.93 5.15
F -0.38 -1.25 4.71
C -1.09 5.81 1.67
N -2.32 5.06 1.13
C -2.76 4.05 2.20
N -1.69 3.19 2.55
C -0.54 3.95 3.02
N -0.06 4.91 2.02
C 0.54 4.24 0.87
P -0.62 3.10 -0.04
C -2.00 4.37 -0.16
C -1.32 2.27 1.47
H -1.44 6.37 2.54
H -0.77 6.50 0.88
H -3.08 5.73 0.99
H -3.60 3.50 1.79
H -3.07 4.64 3.06
H 0.28 3.27 3.26
H -0.83 4.50 3.92
H 1.38 3.64 1.22
H 0.92 4.99 0.17
H -2.92 3.88 -0.50
H -1.74 5.14 -0.88
H -0.56 1.59 1.87
H -2.18 1.65 1.20

Molecular formula: C15H32NO5
Method: DFT, ωB97M-V with the def2-TZVPD basis set

Results
LUMO energy, eV: -3.0
Gap between HOMO and LUMO, eV: 8.45
Calculated total energy, a.u.: -1021.38009
Charge: +1

Atoms and positions in Å:
C 1.02 -1.96 4.95
C 1.24 -2.01 3.64
C 1.58 -0.79 2.83
O 1.83 -1.16 1.48
C 1.42 -0.21 0.54
C 2.18 1.11 0.56
C 1.40 2.17 -0.25
C 1.15 3.49 0.49
C -0.14 3.49 1.34
O -1.08 2.52 0.85
C -1.76 1.81 1.77
C -3.07 1.34 1.23
O -1.33 1.52 2.86
O 3.44 0.85 -0.03
C 4.52 1.56 0.54
H 0.62 -2.81 5.49
H 1.24 -1.07 5.52
H 1.21 -2.95 3.11
H 0.77 -0.06 2.90
H 2.47 -0.32 3.25
H 1.61 -0.65 -0.44
H 0.33 -0.03 0.61
H 2.30 1.47 1.59
H 2.01 2.39 -1.12
H 0.47 1.75 -0.61
H 1.11 4.30 -0.22
H 1.97 3.68 1.18
H -0.61 4.46 1.29
H 0.10 3.30 2.39
H -3.71 2.19 0.96
H -2.83 0.83 0.30
H -3.55 0.67 1.93
H 5.43 1.05 0.25
H 4.56 2.59 0.15
H 4.47 1.57 1.63
C -2.45 -2.82 -1.66
C -2.49 -1.45 -2.31
C -2.45 -1.46 -3.84
O -1.16 -1.78 -4.29
C -0.92 -3.14 -4.68
N -1.26 -0.68 -1.90
H -1.49 -3.31 -1.81
H -2.63 -2.75 -0.59
H -3.22 -3.46 -2.09
H -3.35 -0.89 -1.95
H -2.68 -0.46 -4.21
H -3.21 -2.14 -4.24
H -1.84 -3.60 -5.05
H -0.52 -3.72 -3.86
H -0.19 -3.12 -5.49
H -1.03 -0.79 -0.91
H -1.33 0.31 -2.12
H -0.48 -1.04 -2.47

Molecular formula: C15H32O4P2Pb
Method: DFT, ωB97M-V with the def2-TZVPD basis set

Results
LUMO energy, eV: -17.6
Gap between HOMO and LUMO, eV: 6.12
Calculated total energy, a.u.: -1765.47616
Charge: +4

Atoms and positions in Å:
Pb -0.36 0.83 -0.31
C 0.04 0.97 2.12
O -0.07 1.51 3.15
C -2.85 0.03 0.37
O -3.96 -0.16 0.60
C -0.93 0.24 -2.63
O -1.49 0.15 -3.62
C 0.38 -2.34 1.93
P 0.70 -1.71 0.26
H 2.95 -1.89 -0.37
H 0.85 -1.65 2.66
C 0.42 -2.99 -1.04
H 0.96 -3.89 -0.69
C 1.04 -3.72 2.04
H 2.09 -3.69 1.69
H 0.50 -4.47 1.43
H 1.05 -4.04 3.10
C -1.12 -2.39 2.30
H -1.68 -3.12 1.70
C 2.51 0.22 -0.84
H -1.65 -1.42 2.22
H -1.20 -2.69 3.37
C 3.00 -0.69 1.48
H 2.05 1.14 -0.44
H 3.56 0.52 -0.93
H 2.12 0.03 -1.85
C 2.42 -1.02 0.09
H 4.00 -0.27 1.30
H 3.08 -1.58 2.12
H 2.40 0.07 2.02
C 1.00 -2.56 -2.40
H 0.51 -1.67 -2.83
H 0.86 -3.39 -3.11
H 2.08 -2.36 -2.34
C -1.08 -3.33 -1.19
H -1.71 -2.48 -1.51
H -1.51 -3.74 -0.26
H -1.18 -4.10 -1.97
H 4.94 2.36 -0.44
H 4.66 3.04 -0.57
C -1.20 5.47 -0.62
P -1.72 3.79 -0.43
C -2.78 3.58 1.04
C -2.70 3.23 -1.86
O -0.38 3.01 -0.32
H -0.57 5.59 0.28
H -1.99 6.25 -0.74
H -0.51 5.37 -1.48
H -3.66 4.27 0.99
H -3.12 2.52 1.14
H -2.12 3.84 1.89
H -1.99 3.25 -2.71
H -3.09 2.19 -1.73
H -3.56 3.92 -2.04

Molecular formula: C15H33AlBClF10KMgN3O16P2S4
Method: DFT, ωB97M-V with the def2-TZVPD basis set

Results
LUMO energy, eV: -6.2
Gap between HOMO and LUMO, eV: 1.92
Calculated total energy, a.u.: -6760.66376

Atoms and positions in Å:
C 7.01 -3.54 0.92
C 6.05 -4.10 2.10
C 4.57 -4.43 1.55
O 4.10 -5.62 2.21
C 3.54 -3.22 1.53
Cl 3.92 -1.93 0.23
P 1.85 -3.97 0.96
S 0.71 -4.50 2.45
O 3.27 -2.56 2.79
S 4.36 -2.92 4.00
O 4.42 -1.69 4.88
O 3.92 -4.04 4.91
C 6.10 -3.22 3.45
C 7.03 -1.91 3.40
C 6.40 -0.65 2.65
O 7.20 -0.41 1.47
C 6.53 0.73 3.50
F 6.63 1.75 2.53
F 5.38 1.03 4.22
F 7.69 0.81 4.24
H 7.06 -4.40 0.17
H 8.07 -3.38 1.27
H 6.57 -2.67 0.36
H 6.50 -5.11 2.36
H 4.72 -4.74 0.45
H 3.38 -5.42 2.84
H 1.17 -2.93 0.22
H 2.11 -5.01 0.00
H 6.56 -3.88 4.27
H 8.07 -2.10 3.00
H 7.17 -1.60 4.49
H 5.29 -0.73 2.40
H 8.13 -0.28 1.73
Al -1.47 -5.55 2.18
O 2.49 -9.66 2.43
P 1.24 -9.02 1.81
O 0.38 -10.13 1.19
O 1.67 -8.02 0.73
O 0.43 -8.29 2.88
C 0.28 0.55 -0.52
C -0.67 -0.55 -0.12
O -0.65 -1.65 -0.67
N -1.56 -0.30 0.87
C -1.73 0.93 1.63
H 0.93 0.20 -1.32
H -0.27 1.42 -0.88
H 0.90 0.82 0.34
H -2.16 -1.08 1.08
H -1.58 0.70 2.69
H -2.76 1.27 1.48
H -1.04 1.71 1.33
K 3.34 0.18 1.35
N -6.08 2.58 -1.05
S -7.32 1.67 -0.72
O -7.35 1.05 0.59
O -7.88 0.92 -1.80
F -8.43 2.81 -0.54
S -4.76 1.74 -1.22
O -3.55 2.54 -1.20
O -4.76 0.68 -2.20
F -4.63 0.95 0.16
O -2.66 -5.63 -1.51
H -3.57 -5.30 -1.58
H -2.14 -4.84 -1.35
B -8.59 1.28 -5.37
F -9.74 0.98 -4.59
F -7.75 2.20 -4.67
F -7.86 0.08 -5.64
F -9.00 1.87 -6.61
C -4.47 7.93 -2.55
C -4.45 6.40 -2.52
C -3.03 5.80 -2.35
O -2.25 5.88 -3.49
C -1.70 7.16 -3.75
N -5.10 5.90 -3.71
H -4.18 8.34 -3.51
H -5.49 8.29 -2.35
H -3.82 8.35 -1.77
H -5.04 6.07 -1.64
H -3.14 4.73 -2.14
H -2.51 6.24 -1.48
H -1.40 7.67 -2.83
H -2.40 7.76 -4.32
H -0.82 7.02 -4.38
H -5.18 4.88 -3.65
H -4.45 6.04 -4.51
Mg -4.79 6.64 0.09
F -2.93 6.46 -5.83

Molecular formula: C15H33B2N4O16
Method: DFT, ωB97M-V with the def2-TZVPD basis set

Results
LUMO energy, eV: -3.3
Energy above the lowest of the compared OMol25 structures with the same formula, charge and spin, kcal/mol: 0.00
Gap between HOMO and LUMO, eV: 8.24
Calculated total energy, a.u.: -2063.95008
Charge: +1

Atoms and positions in Å:
O -0.19 -6.11 5.75
B 0.92 -6.06 4.94
O 0.98 -6.56 3.68
C 2.25 -5.43 5.52
N 2.06 -4.13 6.20
C 1.63 -3.08 5.54
N 1.30 -3.08 4.23
C 0.94 -1.83 3.99
N 1.01 -1.02 5.05
B 0.70 0.49 5.07
O 1.63 1.31 4.56
O -0.52 0.88 5.46
N 1.46 -1.84 6.07
H -1.03 -5.96 5.29
H 0.22 -7.11 3.45
H 2.99 -5.32 4.73
H 2.69 -6.09 6.27
H 2.25 -4.06 7.18
H 0.61 -1.47 3.03
H 2.05 1.96 5.14
H -1.00 0.25 6.01
H 1.61 -1.50 7.00
C -1.58 1.94 2.84
O -1.51 2.69 1.63
C -1.94 2.02 0.56
O -2.32 0.88 0.57
O -1.86 2.82 -0.50
C -2.30 2.23 -1.73
H -1.19 2.59 3.62
H -2.61 1.66 3.06
H -0.98 1.03 2.75
H -3.34 1.93 -1.67
H -1.69 1.36 -1.98
H -2.17 2.99 -2.49
C -1.81 4.05 -8.04
O -2.73 3.99 -6.94
C -2.87 5.13 -6.28
O -2.29 6.16 -6.53
O -3.74 4.95 -5.29
C -3.99 6.12 -4.50
H -1.81 3.05 -8.46
H -2.14 4.77 -8.77
H -0.81 4.31 -7.69
H -4.40 6.92 -5.12
H -3.07 6.46 -4.03
H -4.71 5.83 -3.75
C 3.20 10.92 -6.78
O 1.81 10.84 -7.11
C 1.27 9.64 -6.92
O 1.85 8.66 -6.51
O -0.02 9.70 -7.27
C -0.73 8.46 -7.12
H 3.49 11.94 -6.99
H 3.36 10.68 -5.73
H 3.78 10.23 -7.40
H -0.72 8.13 -6.08
H -0.29 7.69 -7.75
H -1.75 8.67 -7.43
C 1.19 -13.20 1.84
O 1.90 -12.56 2.91
C 1.52 -11.31 3.15
O 0.65 -10.70 2.57
O 2.25 -10.83 4.16
C 1.92 -9.49 4.50
H 1.62 -14.20 1.77
H 0.13 -13.26 2.07
H 1.34 -12.66 0.91
H 0.87 -9.42 4.81
H 2.10 -8.83 3.66
H 2.57 -9.22 5.33